# 1
Below is C4H11NS in the gas phase in a non-equilibrium geometry, with properties calculated with ωB97M-V with the def2-TZVPD basis set.

Cartesian coordinates (Å):
C: -1.19 -0.60 0.51
N: -0.10 0.43 0.56
C: 0.34 0.84 -0.80
C: 1.82 0.55 -0.99
S: 2.53 0.59 -2.67
C: -1.54 -0.89 1.94
H: -0.79 -1.50 0.02
H: -2.04 -0.22 -0.07
H: -0.63 1.22 0.94
H: -0.36 0.35 -1.49
H: 0.28 1.93 -0.93
H: 2.07 -0.38 -0.46
H: 2.37 1.34 -0.50
H: 2.17 -0.64 -3.12
H: -1.94 -0.04 2.51
H: -0.69 -1.28 2.51
H: -2.29 -1.69 2.04

Values from the calculation:
LUMO energy = 0.99 eV
SMILES = CCNCCS
Total energy = -611.91783 a.u.
Orbital gap = 10.04 eV
Relative energy (zero: lowest compared OMol25 entry of this formula, charge and spin) = 0.661 eV
HOMO = -9.0490 eV

=====

# 2
Below is C4H2FIO2 in the gas phase in a non-equilibrium geometry, with properties calculated with ωB97M-V with the def2-TZVPD basis set.

Cartesian coordinates (Å):
C: 0.93 -0.62 0.12
C: -0.45 -0.80 0.34
C: 1.18 0.78 -0.32
C: -1.08 0.54 -0.16
O: 2.20 1.35 -0.53
O: 0.00 1.42 -0.34
F: 2.00 -1.44 0.12
I: -1.43 -2.47 1.19
H: -1.56 0.30 -1.12
H: -1.78 0.93 0.69

Values from the calculation:
LUMO energy = -0.23 eV
SMILES = O=C1OCC(I)=C1F
Total energy = -701.62331 a.u.
Orbital gap = 9.61 eV
HOMO = -9.8404 eV

=====

# 3
Below is a molecular structure, C17H17BrN2O4PtS2 in a non-equilibrium geometry, with properties calculated with ωB97M-V with the def2-TZVPD basis set.

Cartesian coordinates (Å):
Pt: -1.99 0.82 0.14
Br: -1.78 4.42 0.16
C: -1.57 3.35 1.68
C: -1.23 4.16 2.79
C: -1.25 3.49 4.00
C: -1.58 2.11 4.13
C: -1.82 1.41 2.99
N: -1.82 2.07 1.74
C: -2.10 -0.09 2.91
O: -2.14 -0.77 3.92
O: -2.43 -0.49 1.68
H: -1.24 5.20 2.85
H: -1.11 3.97 4.93
H: -1.59 1.66 5.18
C: 2.43 1.36 1.70
O: 2.87 0.90 0.42
C: 1.79 0.37 -0.40
C: 2.45 -0.05 -1.72
O: 1.35 -0.28 -2.57
C: 1.88 -0.48 -3.84
H: 2.88 2.33 1.87
H: 2.86 0.64 2.46
H: 1.33 1.40 1.75
H: 1.05 1.13 -0.60
H: 1.29 -0.50 0.07
H: 3.11 -0.97 -1.69
H: 3.05 0.80 -2.00
H: 2.72 -1.22 -3.75
H: 2.28 0.46 -4.30
H: 1.15 -0.87 -4.46
S: -1.49 1.56 -2.08
C: -1.81 -0.15 -2.32
N: -1.86 -0.79 -1.11
C: -1.32 -2.07 -1.10
C: -0.75 -2.82 -0.08
C: -0.13 -4.04 -0.40
C: -0.04 -4.42 -1.73
C: -0.34 -3.57 -2.80
C: -1.07 -2.44 -2.46
S: -1.64 -1.27 -3.66
H: -0.88 -2.43 0.96
H: 0.20 -4.71 0.44
H: 0.26 -5.47 -1.89
H: 0.03 -3.72 -3.82

Values from the calculation:
2S+1 = 5
Net charge = +2
LUMO energy (spin up / spin down) = -8.06 / -11.62 eV
Total energy = -4557.31209 a.u.
Orbital gap (spin up / spin down) = 5.73 / 3.31 eV
Relative energy (zero: lowest compared OMol25 entry of this formula, charge and spin) = 1.552 eV
HOMO (spin up / spin down) = -13.7838 / -14.9239 eV

=====

# 4
Below is 11 unconnected molecules or ions with the total composition C21H63O11 in a non-equilibrium geometry, with properties calculated with ωB97M-V with the def2-TZVPD basis set.

Cartesian coordinates (Å):
C: -0.11 0.26 -0.03
O: -0.10 -1.13 0.13
H: -0.67 0.80 0.74
H: 0.86 0.74 -0.09
H: -0.62 0.37 -0.98
C: -3.67 3.67 -0.55
C: -4.12 3.99 0.88
O: -5.53 3.79 0.90
H: -2.58 3.68 -0.52
H: -3.95 4.45 -1.26
H: -4.03 2.69 -0.86
H: -3.83 5.02 1.06
H: -3.73 3.26 1.59
H: -5.90 4.21 1.68
C: 3.67 -4.53 -3.64
C: 2.60 -3.55 -3.12
O: 3.16 -2.72 -2.14
H: 4.46 -4.01 -4.17
H: 3.20 -5.16 -4.39
H: 4.19 -5.10 -2.87
H: 1.69 -4.04 -2.76
H: 2.35 -2.91 -3.97
H: 2.51 -2.19 -1.67
C: 6.24 0.94 -1.59
C: 6.94 -0.25 -2.40
O: 6.09 -0.63 -3.49
H: 6.05 1.76 -2.28
H: 7.01 1.27 -0.89
H: 5.30 0.62 -1.15
H: 7.13 -1.10 -1.74
H: 7.90 0.07 -2.80
H: 5.37 -1.19 -3.18
C: 1.08 5.47 1.50
C: 2.37 4.61 1.63
O: 3.16 5.18 2.57
H: 0.49 5.59 2.40
H: 0.42 4.94 0.81
H: 1.32 6.48 1.16
H: 2.91 4.43 0.70
H: 2.21 3.58 1.94
H: 2.69 5.19 3.41
C: -3.36 -0.26 -4.52
C: -3.65 -1.32 -3.43
O: -2.55 -2.10 -3.20
H: -3.49 -0.71 -5.50
H: -2.40 0.27 -4.51
H: -4.17 0.45 -4.40
H: -4.47 -2.02 -3.59
H: -3.88 -0.75 -2.53
H: -1.99 -1.67 -2.56
C: -4.89 -0.89 1.86
C: -4.87 -2.32 1.33
O: -4.33 -3.15 2.34
H: -5.56 -0.84 2.71
H: -5.16 -0.14 1.12
H: -3.89 -0.58 2.17
H: -4.19 -2.42 0.48
H: -5.84 -2.72 1.04
H: -4.97 -3.08 3.05
C: -1.07 1.34 6.73
C: -2.07 0.73 5.76
O: -1.66 -0.63 5.53
H: -1.43 2.34 6.99
H: -0.06 1.46 6.34
H: -1.03 0.75 7.65
H: -1.99 1.30 4.84
H: -3.07 0.70 6.19
H: -1.56 -1.10 6.36
C: -4.28 -6.53 -1.37
C: -2.75 -6.74 -1.31
O: -2.32 -5.55 -0.69
H: -4.38 -5.77 -2.14
H: -4.79 -6.18 -0.47
H: -4.76 -7.43 -1.75
H: -2.35 -6.84 -2.32
H: -2.44 -7.56 -0.66
H: -2.42 -4.84 -1.33
C: 4.45 -0.40 4.98
C: 3.15 -0.51 4.24
O: 2.42 -1.53 4.89
H: 4.96 -1.35 5.07
H: 4.26 0.04 5.96
H: 5.08 0.29 4.41
H: 3.21 -0.72 3.17
H: 2.61 0.43 4.21
H: 2.42 -1.26 5.81
C: 2.87 3.14 -5.05
C: 2.16 3.45 -3.70
O: 1.50 4.75 -3.75
H: 3.70 3.83 -5.15
H: 2.17 3.16 -5.89
H: 3.29 2.14 -4.97
H: 2.83 3.31 -2.86
H: 1.39 2.70 -3.50
H: 1.08 4.80 -4.61

Values from the calculation:
Net charge = -1
LUMO energy = 2.28 eV
Total energy = -1665.31523 a.u.
Orbital gap = 4.62 eV
Relative energy (zero: lowest compared OMol25 entry of this formula, charge and spin) = 2.322 eV
HOMO = -2.3357 eV

=====

# 5
Below is CHCl2NO in the gas phase in a non-equilibrium geometry, with properties calculated with ωB97M-V with the def2-TZVPD basis set.

Cartesian coordinates (Å):
C: 0.55 0.16 -0.03
N: -0.67 -0.36 -0.06
O: -1.29 -1.46 -0.03
Cl: 0.65 1.90 -0.04
Cl: 1.98 -0.78 -0.04
H: -1.21 0.54 0.21

Values from the calculation:
LUMO energy (spin up / spin down) = 0.42 / 0.42 eV
SMILES = [O-][NH+]=C(Cl)Cl
Total energy = -1088.97379 a.u.
Orbital gap (spin up / spin down) = 9.64 / 9.64 eV
Relative energy (zero: lowest compared OMol25 entry of this formula, charge and spin) = 0.833 eV
HOMO (spin up / spin down) = -9.2213 / -9.2219 eV

=====

# 6
Below is 2 unconnected molecules or ions with the total composition C4H13N4, with properties calculated with ωB97M-V with the def2-TZVPD basis set.

Cartesian coordinates (Å):
N: 0.14 1.48 1.23
C: 1.50 1.52 0.81
N: 1.71 2.43 -0.22
N: 2.43 0.76 1.21
H: 0.07 1.29 2.23
H: -0.36 2.33 0.99
H: 1.30 3.34 -0.07
H: 2.69 2.51 -0.44
H: 2.07 0.08 1.87
C: 0.15 -1.87 -1.53
C: -1.09 -1.00 -1.36
C: -2.12 -1.31 0.81
N: -1.28 -0.69 0.08
H: 1.05 -1.39 -1.16
H: 0.02 -2.81 -1.01
H: 0.27 -2.09 -2.59
H: -0.95 -0.04 -1.86
H: -2.00 -1.49 -1.69
H: -2.19 -1.06 1.86
H: -2.73 -2.06 0.34
H: -0.69 0.06 0.50

Values from the calculation:
Net charge = +1
LUMO energy = -4.49 eV
Total energy = -378.99037 a.u.
Orbital gap = 8.52 eV
Relative energy (zero: lowest compared OMol25 entry of this formula, charge and spin) = 1.235 eV
HOMO = -13.0121 eV